The following is a quantum chemistry calculation of C15H14F6N4O4RhS4 as an isolated structure, from the OMol25 dataset.

The geometry in ORCA input format:
```
! RIJCOSX wB97M-V def2-TZVPD def2/J DEFGRID3
* xyz 1 1
Rh 0.98349 0.45185 -0.95833
S 0.74020 2.72392 -0.97832
S 2.21848 -0.83627 -3.44322
S 3.52828 -0.78507 -1.01817
S -2.04771 2.98230 -2.54409
F 1.13374 0.07358 -5.58770
F 5.62238 0.38854 0.02644
F 3.11841 0.86157 -5.21986
F 4.11826 1.79034 -0.64250
F 1.42988 1.59799 -4.07673
F 3.79878 0.64797 1.16255
O 0.89684 -1.19152 -2.96243
O 2.33406 -1.15869 -0.22865
O 3.02079 -1.82299 -4.06710
O 4.51481 -1.76809 -1.25319
N 0.09013 -0.19987 3.14742
N -0.75649 0.92534 -1.74526
N 2.93653 0.02055 -2.26651
N 0.07597 0.40021 0.77691
C -4.08187 -0.25395 -3.88989
C -1.01966 0.84717 5.06724
C 4.33443 0.62301 -0.05708
C -2.11079 -0.96704 -2.67073
C 0.09744 0.09575 1.89751
C 1.97030 0.53023 -4.66761
C -3.79010 1.08002 -3.67967
C -1.80736 0.37326 -2.47160
C -0.74304 2.23520 -1.73563
C 0.22403 0.83909 4.19305
C -0.21021 -1.57562 3.60787
C -1.46120 -1.56040 4.46981
C -3.25192 -1.26245 -3.38963
C -1.32341 -0.54943 5.60602
C -2.63814 1.38561 -2.96587
H -1.46421 -1.74640 -2.29558
H -1.86768 1.21697 4.48436
H -2.23549 -0.52799 6.20148
H 1.11370 0.58702 4.77509
H -4.43527 1.85964 -4.06047
H -0.86119 1.55115 5.88512
H -0.51846 -0.86394 6.27821
H -0.30502 -2.21416 2.73164
H -1.62963 -2.56491 4.85952
H 0.65921 -1.90804 4.18013
H -3.50645 -2.29738 -3.57158
H -2.32418 -1.30715 3.84766
H -4.96648 -0.52112 -4.45076
H 0.39584 1.79419 3.70011
*
```

Values from the calculation:
Highest occupied orbital energy: -11.88 eV
Orbital gap: 0.252 hartree
LUMO energy: -5.010 eV
Electronic energy: -3402.19475 Eh
Energy above the lowest of the compared OMol25 structures with the same formula, charge and spin: 109.1 kJ/mol

Results of the Löwdin charge analysis, in e, for atoms 1 through 2:
1. Rh 0.931
2. S 0.748